Computed, not measured: a structure of composition C31H56N2O3P2Tc in a non-equilibrium geometry, with ωB97M-V/def2-TZVPD.

XYZ file:
```
95
Properties=species:S:1:pos:R:3:forces:R:3:lowdin_charge:R:1
Tc 0.0000 0.0000 0.0000 0.1670 -0.1181 -0.2955 1.0393
C 1.9874 -0.1442 -0.3916 6.3298 -0.7487 -2.0776 -0.1317
O 3.1419 -0.1910 -0.5695 -5.5053 0.2833 1.0256 0.2176
C -1.9480 0.3473 0.4781 -5.0279 1.1625 1.3225 -0.1472
O -3.0386 0.6212 0.7954 4.6242 -1.1986 -1.5833 0.1581
P 0.0433 2.2616 -1.0531 -0.0752 2.4340 -1.6928 1.0606
C -0.3161 2.2432 -2.8934 -0.1040 -0.7964 -0.0170 -0.5097
H -0.3051 3.2806 -3.2473 0.0638 -0.1182 0.3614 0.1070
C -1.2754 3.4407 -0.4265 -0.1699 -0.5302 0.4979 -0.5134
H -2.1677 2.8060 -0.5015 -0.0612 0.1143 -0.0694 0.0750
C 1.7212 3.0987 -1.0119 0.3362 -0.5575 0.4305 -0.5029
H 2.3292 2.3456 -1.5310 0.0176 0.0923 -0.0496 0.0850
C 1.4977 -3.2277 1.1713 0.2968 0.5752 0.0738 -0.5125
P -0.0218 -2.4198 0.4471 -0.0775 -2.6207 -0.1870 1.0426
H -0.7473 -3.9530 -1.3780 0.0734 0.2061 0.1778 0.1307
H 2.2417 -3.0458 0.3858 -0.0117 -0.0632 0.0596 0.0942
C -1.4626 -3.2538 1.2941 -0.2472 0.6848 0.0363 -0.4874
H -1.2310 -4.3255 1.3401 0.1748 0.2432 -0.0934 0.1229
C -1.0883 3.7765 1.0603 -0.0464 0.2350 -0.2114 -0.0945
H -2.0122 4.2139 1.4556 0.1636 -0.0340 -0.0499 0.1060
H -0.2879 4.5091 1.2007 -0.1574 -0.1218 0.0403 0.0870
H -0.8479 2.8892 1.6496 0.1436 -0.0761 0.1048 0.0252
C -1.5400 4.7137 -1.2431 0.2377 -0.0475 -0.2138 -0.0560
H -0.7092 5.4201 -1.1753 -0.1625 -0.1028 0.0076 0.0807
H -2.4307 5.2142 -0.8437 0.1633 -0.1686 -0.0335 0.1111
H -1.7261 4.5065 -2.3007 -0.0323 0.0768 0.2088 0.0822
C 1.8554 4.4249 -1.7734 -0.3859 0.0235 -0.0976 -0.0564
H 1.4350 4.3825 -2.7822 0.1432 0.0483 0.1507 0.0838
H 2.9175 4.6827 -1.8657 -0.1923 -0.1595 0.0554 0.1126
H 1.3683 5.2417 -1.2337 0.1193 -0.1142 -0.0687 0.0826
C 2.2956 3.2305 0.4059 -0.0108 0.0591 -0.0745 -0.0907
H 3.3573 3.4963 0.3427 -0.1969 -0.0203 0.0159 0.1131
H 2.2064 2.2987 0.9657 0.1287 0.2709 -0.1955 0.0109
H 1.7881 4.0166 0.9713 0.1189 -0.0705 -0.0612 0.0836
C 0.7615 1.4622 -3.6575 0.0929 0.1712 0.1159 -0.0909
H 1.7341 1.9604 -3.6166 -0.1157 -0.0686 -0.1021 0.0845
H 0.4774 1.3633 -4.7119 0.0724 0.0147 0.2418 0.0960
H 0.8879 0.4552 -3.2444 0.0024 -0.0604 -0.1532 0.0482
C -1.7130 1.6594 -3.1479 -0.0077 0.1844 0.1157 -0.0855
H -1.7944 0.6477 -2.7368 -0.0420 -0.0793 -0.1289 0.0476
H -1.9100 1.6070 -4.2253 0.0239 -0.0105 0.2472 0.1105
H -2.4998 2.2653 -2.6894 0.0341 -0.0566 -0.1450 0.0793
C 1.3691 -4.7406 1.3891 -0.3423 0.0359 -0.1038 -0.0663
H 0.9803 -5.2567 0.5043 0.0981 0.0286 0.1440 0.0893
H 0.7036 -4.9626 2.2300 0.1272 0.0002 -0.0837 0.0887
H 2.3505 -5.1688 1.6245 -0.1535 0.1680 -0.0818 0.1131
C 1.9998 -2.5074 2.4310 -0.0345 -0.1052 -0.0300 -0.0880
H 1.3280 -2.6564 3.2810 0.0985 -0.0622 -0.0360 0.0679
C -0.7959 -1.8986 -2.0768 -0.1929 -0.4491 0.3044 -0.1285
H 2.0922 -1.4329 2.2598 0.1722 -0.0288 0.0296 0.0372
H 2.9840 -2.9022 2.7089 -0.1951 0.1104 -0.0263 0.1111
C 1.2469 -3.3629 -1.9517 -0.0615 -0.0585 0.1447 -0.0713
H -0.1643 -0.9737 -1.9995 0.1981 0.4051 -0.0262 0.0173
H -0.8402 -2.0756 -3.1592 0.0276 0.2614 0.1315 0.0938
H -1.8056 -1.6935 -1.7193 -0.0868 0.0185 -0.0828 0.0679
C -0.1167 -3.0567 -1.3221 0.1152 0.5572 -0.0090 -0.4778
H 1.1176 -3.5915 -3.0165 0.0097 0.0450 0.2131 0.1103
H 1.7327 -4.2225 -1.4827 -0.0568 0.1272 -0.1246 0.0896
H 1.9198 -2.5026 -1.8728 0.0500 -0.0606 -0.1127 0.0691
C -2.7669 -3.0723 0.5065 0.1260 -0.1263 0.0172 -0.0803
H -3.0055 -2.0125 0.3809 -0.1200 -0.0657 -0.0153 0.0485
H -3.5923 -3.5354 1.0597 0.1336 0.0760 -0.1471 0.1096
H -2.7245 -3.5425 -0.4807 -0.0938 0.0744 0.1907 0.0869
C -1.6156 -2.6988 2.7178 0.0962 -0.3334 -0.1627 -0.1002
H -1.7339 -1.6105 2.6913 -0.1308 -0.0398 -0.1410 0.0392
H -0.7491 -2.9278 3.3435 -0.1019 -0.0571 -0.0152 0.0706
H -2.5024 -3.1323 3.1946 0.1379 0.0849 -0.0554 0.1084
H -0.1962 -1.7505 -5.4739 0.0084 0.0116 -0.0357 0.0318
H -0.1890 -1.0336 -5.6706 -0.0096 -0.0316 0.0259 0.0343
C 0.7133 1.0602 6.3858 -0.2386 0.2886 1.0436 0.0629
N 1.0668 1.0212 4.9566 1.2847 0.0349 1.7502 -0.0216
N 0.2713 0.7319 3.9101 -2.4991 -0.5444 -0.8486 0.1346
C 1.0599 0.8853 2.7627 2.4294 0.8021 1.9138 -0.3398
O 0.8865 0.6397 1.5452 -2.8172 -0.4906 -1.3785 -0.2677
C 2.3356 1.2527 3.1736 -0.5094 -0.2168 -0.7280 0.0907
C 2.3051 1.3179 4.5279 0.9593 0.3309 1.4234 -0.1892
C 3.4813 1.6484 5.4009 -0.2010 -0.0570 0.2085 0.0501
C -1.1064 0.3390 4.1312 0.7737 1.2310 -0.5310 -0.0971
C -2.1839 1.0074 3.5380 -0.7965 -0.4070 0.0094 0.0168
C -3.5043 0.6622 3.8446 1.4144 1.0740 -1.0239 0.0586
C -3.7704 -0.3620 4.7522 -0.0901 -0.9335 0.8887 0.0852
C -2.7146 -1.0379 5.3610 1.1296 0.1461 -0.0075 0.0249
C -1.3950 -0.6878 5.0590 -1.0271 -1.1829 1.3491 0.0228
H -0.3596 0.9116 6.5878 0.4744 -0.0052 -0.3629 0.1054
H 0.9544 2.0628 6.7973 -0.0124 -0.5860 -0.3796 0.1331
H 1.2999 0.2955 6.9393 -0.4220 0.4179 -0.4352 0.1355
H 3.2225 1.4009 2.5730 -0.2958 -0.0666 -0.0772 0.1570
H 3.2654 2.5534 6.0033 0.1914 -0.4689 -0.1483 0.1239
H 3.6914 0.7938 6.0782 -0.0865 0.5494 -0.2142 0.1245
H 4.3856 1.8373 4.7839 -0.7292 -0.1223 0.3575 0.1209
H -2.0323 1.8186 2.8744 0.2952 0.6698 -0.4047 0.0879
H -4.3230 1.2012 3.3851 0.0281 0.1208 0.0397 0.1523
H -4.7931 -0.6232 4.9901 -0.0863 -0.0372 0.0284 0.1588
H -2.9165 -1.8296 6.0705 0.0764 -0.0129 0.0104 0.1512
H -0.5902 -1.2235 5.5469 0.0378 -0.0576 -0.0834 0.1472
```
Positions in Å, forces in eV/Å.

E_tot: -2311.95691 a.u.
total charge: +4
HOMO level (spin up / spin down): -20.3 / -20.6 eV
spin multiplicity: 4
maximum force: 0.1304 hartree/bohr
molecular weight: 664.7 g/mol
LUMO energy (spin up / spin down): -0.4764 / -0.5948 hartree

Computed, not measured: a structure of composition C2H5N5O in a non-equilibrium geometry, with ωB97M-V/def2-TZVPD.

XYZ file:
```
13
Properties=species:S:1:pos:R:3:forces:R:3:lowdin_charge:R:1
C -0.0601 0.3579 0.0048 3.3750 -1.2727 -1.5873 -0.3746
C 0.7162 0.7748 1.2264 -4.8197 1.3722 1.4955 -0.1081
H -1.3164 -1.5240 1.4011 -1.7507 4.1359 -0.2000 0.1419
H -2.7714 -0.0252 1.4333 4.7693 -2.1689 -0.7715 0.1730
H -0.0568 1.1430 2.1409 3.3522 -1.0812 -2.2766 0.1784
H 0.7030 0.1504 -2.9480 0.5965 -2.5827 3.5083 0.1610
H -0.4211 -1.0409 -2.1432 4.4138 1.9480 2.2580 0.2158
N -1.5373 -0.3611 1.2831 -4.3403 -2.5884 -1.0268 -0.1403
N -1.1872 -0.2266 -0.2772 -0.0840 1.3126 4.0814 -0.0144
N 1.9701 0.7558 1.0373 -0.2956 -0.3873 -0.3907 0.0899
N 1.0085 0.2626 -0.9336 -5.5099 1.7197 1.2701 -0.2495
N 0.7756 -0.5572 -1.9739 -2.4331 0.1033 -6.5982 -0.0231
O 2.1769 0.2905 -0.2510 2.7267 -0.5106 0.2377 -0.0500
```
Positions in Å, forces in eV/Å.

E_tot: -427.86910 a.u.
total charge: 0
HOMO level: -8.5 eV
spin multiplicity: 1
maximum force: 0.1368 hartree/bohr
molecular weight: 115.1 g/mol
LUMO energy: 0.0148 hartree

Computed, not measured: the molecule C2H6O, with ωB97M-V/def2-TZVPD.

XYZ file:
```
9
Properties=species:S:1:pos:R:3:forces:R:3:lowdin_charge:R:1
C 0.8779 0.2609 -0.4308 0.0442 0.0828 0.0181 -0.1018
C -0.5259 -0.0884 -0.0037 0.0849 -0.1079 -0.4162 -0.3535
O -0.5696 -0.2940 1.3950 -0.3194 0.0574 0.1467 -0.0745
H 1.6281 -0.4892 -0.1546 -0.2378 0.0617 -0.2558 0.0780
H 0.7859 0.4018 -1.5082 0.5636 -0.1196 -0.1339 0.0729
H 1.1866 1.2231 -0.0063 -0.1002 -0.1860 0.0353 0.0769
H -0.9002 -0.9773 -0.5355 0.2406 0.0796 0.0998 0.1120
H -1.1199 0.7569 -0.3799 -0.4434 -0.0680 0.5878 0.1061
H -1.3631 -0.7939 1.6240 0.1675 0.2000 -0.0817 0.0839
```
Positions in Å, forces in eV/Å.

E_tot: -155.02197 a.u.
total charge: 0
SMILES string: CCO
HOMO level: -10.3 eV
spin multiplicity: 1
maximum force: 0.0144 hartree/bohr
molecular weight: 46.1 g/mol
LUMO energy: 0.0368 hartree

Among the records above, which one has the highest total charge? C31H56N2O3P2Tc